{"formula": "C4H9NO", "method": "the ωB97M-V functional and the def2-TZVPD basis", "species": ["C", "C", "C", "C", "O", "N", "H", "H", "H", "H", "H", "H", "H", "H", "H"], "xyz": [[-0.345, -2.001, 0.298], [-0.336, -0.612, -0.239], [-0.929, 1.963, 0.332], [0.638, 0.283, -0.042], [0.384, 1.623, -0.136], [1.937, -0.059, 0.322], [0.217, -2.043, 1.239], [0.060, -2.754, -0.387], [-1.380, -2.279, 0.525], [-1.197, -0.265, -0.791], [-1.057, 3.022, 0.124], [-1.744, 1.420, -0.158], [-1.011, 1.752, 1.406], [2.243, -0.921, -0.110], [2.641, 0.664, 0.274]], "forces_ev_per_a": [[0.07, -0.27, -0.02], [0.01, 0.03, -0.09], [-0.12, 0.28, 0.03], [-0.25, -0.33, -0.07], [0.03, -0.12, -0.09], [-0.07, 0.09, 0.04], [-0.01, -0.10, -0.18], [-0.01, -0.09, 0.06], [0.20, -0.11, -0.04], [-0.15, -0.09, 0.29], [0.10, 0.05, 0.14], [0.39, 0.24, -0.07], [0.11, 0.13, -0.18], [-0.01, 0.22, 0.10], [-0.30, 0.08, 0.06]], "orbital_gap_ev": 8.647, "lumo_ev": 1.031, "charge": 0, "relative_energy_kj_mol": 186.4, "smiles": "C/C=C(\\N)OC"}

---

{"formula": "C4H9NO", "method": "the ωB97M-V functional and the def2-TZVPD basis", "species": ["C", "O", "C", "N", "C", "C", "H", "H", "H", "H", "H", "H", "H", "H", "H"], "xyz": [[-1.733, 1.652, -0.872], [-1.026, 2.001, 0.292], [1.234, -0.289, 0.525], [0.137, -0.800, 0.332], [-0.016, -2.229, 0.079], [2.347, 0.353, 0.773], [-1.083, 1.589, -1.759], [-2.479, 2.432, -1.051], [-2.254, 0.689, -0.768], [0.939, -2.725, -0.125], [-0.478, -2.685, 0.960], [-0.692, -2.370, -0.768], [2.699, 0.436, 1.795], [2.907, 0.823, -0.026], [-0.620, 1.187, 0.614]], "forces_ev_per_a": [[-0.29, -0.02, -0.38], [0.11, -0.11, 0.20], [-0.33, -0.22, -0.02], [0.73, 0.33, 0.15], [-0.05, -0.21, -0.03], [-0.09, -0.05, -0.03], [-0.05, 0.02, 0.16], [0.08, -0.12, -0.03], [0.05, 0.17, 0.00], [-0.13, 0.09, 0.03], [0.04, 0.05, -0.14], [0.10, 0.04, 0.12], [-0.04, -0.02, -0.13], [-0.09, -0.09, 0.07], [-0.05, 0.13, 0.00]], "orbital_gap_ev": 10.146, "lumo_ev": 0.827, "charge": 0, "relative_energy_kj_mol": 271.5, "smiles": "C=C=NC.CO"}

---

{"formula": "C4H9NO", "method": "the ωB97M-V functional and the def2-TZVPD basis", "species": ["O", "C", "C", "N", "C", "C", "H", "H", "H", "H", "H", "H", "H", "H", "H"], "xyz": [[-1.877, -1.065, -0.156], [-1.188, -0.421, 0.896], [-0.493, 0.861, 0.455], [0.486, 0.769, -0.628], [1.828, 0.329, -0.308], [0.930, -0.525, -1.117], [-2.295, -0.387, -0.701], [-0.472, -1.157, 1.282], [-1.870, -0.172, 1.725], [-1.274, 1.560, 0.125], [-0.020, 1.326, 1.330], [2.632, 0.897, -0.769], [2.032, 0.004, 0.713], [0.536, -1.423, -0.651], [1.044, -0.596, -2.196]], "forces_ev_per_a": [[-0.23, 0.10, -0.20], [0.27, 0.04, 0.27], [-0.14, 0.07, 0.11], [-0.08, 0.13, -0.01], [0.27, 0.02, 0.12], [-0.07, -0.24, -0.15], [0.01, -0.14, 0.07], [-0.06, 0.10, -0.03], [0.11, -0.03, -0.13], [0.07, -0.07, 0.01], [-0.07, -0.06, -0.11], [-0.11, -0.10, 0.05], [-0.07, 0.02, -0.12], [0.07, 0.12, -0.05], [0.04, 0.04, 0.15]], "orbital_gap_ev": 10.050, "lumo_ev": 1.045, "charge": 0, "relative_energy_kj_mol": 247.0, "smiles": "OCCN1CC1"}

---

{"formula": "C4H9NO", "method": "the ωB97M-V functional and the def2-TZVPD basis", "species": ["O", "C", "C", "C", "C", "N", "H", "H", "H", "H", "H", "H", "H", "H", "H"], "xyz": [[2.576, -0.419, 0.272], [1.817, -1.146, -0.305], [0.373, -0.925, -0.715], [-0.223, 0.330, -0.079], [-1.736, 0.329, 0.266], [-2.246, 1.685, 0.472], [2.187, -2.171, -0.567], [0.490, -0.701, -1.767], [-0.110, -1.885, -0.553], [-0.092, 1.198, -0.758], [0.368, 0.592, 0.824], [-2.288, -0.015, -0.629], [-1.862, -0.318, 1.140], [-2.040, 1.936, 1.455], [-3.278, 1.645, 0.579]], "forces_ev_per_a": [[-0.39, 0.54, -0.01], [0.30, -1.24, 0.14], [0.98, 1.06, 0.61], [-0.40, 1.25, 0.48], [0.55, -0.34, -1.02], [-0.87, 0.31, 1.87], [-0.12, 0.23, -0.17], [-0.34, -0.55, -0.64], [-0.45, 0.08, -0.11], [0.10, -0.51, 0.27], [-0.37, -0.17, -0.37], [0.22, -0.46, 0.57], [-0.41, -0.24, -0.23], [0.47, 0.19, -0.71], [0.73, -0.15, -0.68]], "orbital_gap_ev": 10.688, "lumo_ev": 0.965, "charge": 0, "relative_energy_kj_mol": 155.5, "smiles": "NCCCC=O"}

---

{"formula": "C4H9NO", "method": "the ωB97M-V functional and the def2-TZVPD basis", "species": ["C", "C", "C", "N", "C", "H", "H", "H", "H", "H", "H", "H", "H", "H", "O"], "xyz": [[-1.495, -0.098, -1.630], [-0.792, 0.163, -0.309], [0.138, 1.181, -0.312], [1.418, 1.370, 0.359], [2.213, 0.393, 0.251], [-2.374, 0.439, -1.635], [-1.448, -1.158, -1.647], [-1.038, 0.213, -2.615], [-1.130, -0.277, 0.626], [-0.172, 2.054, -0.974], [3.122, 0.251, 0.770], [2.146, -0.286, -0.713], [-0.352, -1.567, 3.387], [0.188, -1.040, 2.030], [-0.424, -1.640, 2.411]], "forces_ev_per_a": [[2.01, 0.72, -0.07], [2.19, 2.36, -0.20], [0.40, 0.87, -1.16], [-2.70, -0.60, 1.25], [-0.60, -1.12, -3.73], [-2.87, 0.07, -0.08], [-1.20, -1.13, -0.37], [0.47, -0.01, 1.51], [0.51, -0.99, -0.44], [1.19, -1.25, 0.21], [0.90, 0.51, 0.87], [-0.37, 0.58, 2.13], [0.07, 0.06, -1.05], [1.01, 0.90, -0.34], [-1.01, -0.99, 1.47]], "orbital_gap_ev": 8.958, "lumo_ev": 0.674, "charge": 0, "relative_energy_kj_mol": 409.0, "smiles": "C=N/C=C/C.O"}

---

{"formula": "C4H9NO", "method": "the ωB97M-V functional and the def2-TZVPD basis", "species": ["C", "C", "C", "C", "N", "O", "H", "H", "H", "H", "H", "H", "H", "H", "H"], "xyz": [[0.022, -0.825, -0.168], [-0.821, -0.201, -1.266], [0.326, 1.418, 0.905], [-0.257, 0.020, 1.057], [1.334, -1.389, -0.337], [0.221, -2.161, 0.009], [-0.163, 0.559, -1.729], [-1.634, 0.353, -0.804], [-1.133, -0.887, -2.058], [1.325, 1.175, 0.415], [0.469, 1.825, 1.850], [-0.333, 1.974, 0.203], [-1.301, -0.147, 1.303], [0.271, -0.339, 1.905], [1.675, -1.374, -1.284]], "forces_ev_per_a": [[-0.33, 1.88, 0.60], [1.25, -0.19, -0.97], [-0.29, -1.53, -3.15], [0.88, -0.84, 0.53], [1.65, 2.74, 1.53], [-1.63, -2.68, -0.74], [-0.42, -0.24, -0.01], [-0.29, -0.31, -0.28], [-0.12, 0.04, 0.23], [-1.01, 0.95, 0.60], [0.14, 1.24, 1.36], [0.81, 0.35, 0.68], [-0.39, 0.70, -0.04], [0.57, -1.10, 0.70], [-0.83, -1.01, -1.04]], "orbital_gap_ev": 10.435, "lumo_ev": 1.026, "charge": 0, "relative_energy_kj_mol": 376.5, "smiles": "CC[C@@]1(C)NO1"}

---

{"formula": "C4H9NO", "method": "the ωB97M-V functional and the def2-TZVPD basis", "species": ["C", "C", "N", "C", "C", "O", "H", "H", "H", "H", "H", "H", "H", "H", "H"], "xyz": [[0.004, -0.871, 1.589], [-0.901, -0.063, 0.668], [-0.266, 0.333, -0.603], [0.848, 1.294, -0.723], [-0.247, -0.547, -1.618], [-0.726, -1.654, -1.565], [-0.499, -1.076, 2.540], [0.923, -0.322, 1.814], [0.265, -1.820, 1.114], [-1.224, 0.861, 1.155], [-1.813, -0.648, 0.462], [1.594, 1.166, 0.066], [0.422, 2.287, -0.672], [1.413, 1.231, -1.677], [0.207, -0.171, -2.550]], "forces_ev_per_a": [[0.13, 0.00, -0.04], [0.09, 0.33, 0.02], [1.12, 0.19, -0.57], [-0.35, 0.50, 0.60], [-0.60, -0.94, -0.33], [-0.38, -0.62, -0.19], [0.04, 0.02, -0.19], [-0.05, -0.09, 0.00], [-0.01, 0.10, 0.09], [0.06, -0.01, 0.04], [0.49, 0.32, -0.32], [-0.16, 0.00, 0.08], [0.22, 0.46, 0.17], [-0.73, -0.32, 0.50], [0.13, 0.06, 0.13]], "orbital_gap_ev": 10.293, "lumo_ev": 0.926, "charge": 0, "relative_energy_kj_mol": 92.2, "smiles": "CCN(C)C=O"}

---

{"formula": "C4H9NO", "method": "the ωB97M-V functional and the def2-TZVPD basis", "species": ["N", "C", "C", "C", "C", "H", "H", "H", "H", "H", "H", "H", "H", "H", "O"], "xyz": [[1.270, -0.735, 1.327], [0.223, -0.930, 0.340], [-0.795, -1.733, 0.620], [-0.565, -0.603, -2.071], [0.324, -0.348, -1.035], [1.135, -0.914, 2.342], [2.280, -0.340, 1.137], [-1.280, -2.204, -0.310], [-1.377, -1.750, 1.600], [-0.107, -0.825, -2.978], [-1.691, -0.417, -2.047], [1.102, 0.232, -1.204], [-0.808, 3.549, 0.271], [0.524, 3.819, 1.110], [-0.236, 3.200, 0.896]], "forces_ev_per_a": [[1.87, 1.55, -0.26], [1.94, 1.50, 0.73], [-3.45, -1.07, -0.54], [-1.07, 1.27, 2.61], [-3.91, -3.82, 1.41], [-0.27, 0.02, -1.61], [-3.43, -0.87, 0.06], [0.22, 1.08, 1.68], [1.51, -0.66, -1.18], [0.44, 0.90, -2.01], [1.59, -1.54, 0.44], [4.54, 1.67, -1.32], [-1.28, 1.44, -1.78], [-1.79, -0.94, -0.79], [3.08, -0.51, 2.56]], "orbital_gap_ev": 7.828, "lumo_ev": 0.347, "charge": 0, "relative_energy_kj_mol": 481.4, "smiles": "C=CC(=C)N.O"}

---

Repeat the first record exactly.
{"formula": "C4H9NO", "method": "the ωB97M-V functional and the def2-TZVPD basis", "species": ["C", "C", "C", "C", "O", "N", "H", "H", "H", "H", "H", "H", "H", "H", "H"], "xyz": [[-0.345, -2.001, 0.298], [-0.336, -0.612, -0.239], [-0.929, 1.963, 0.332], [0.638, 0.283, -0.042], [0.384, 1.623, -0.136], [1.937, -0.059, 0.322], [0.217, -2.043, 1.239], [0.060, -2.754, -0.387], [-1.380, -2.279, 0.525], [-1.197, -0.265, -0.791], [-1.057, 3.022, 0.124], [-1.744, 1.420, -0.158], [-1.011, 1.752, 1.406], [2.243, -0.921, -0.110], [2.641, 0.664, 0.274]], "forces_ev_per_a": [[0.07, -0.27, -0.02], [0.01, 0.03, -0.09], [-0.12, 0.28, 0.03], [-0.25, -0.33, -0.07], [0.03, -0.12, -0.09], [-0.07, 0.09, 0.04], [-0.01, -0.10, -0.18], [-0.01, -0.09, 0.06], [0.20, -0.11, -0.04], [-0.15, -0.09, 0.29], [0.10, 0.05, 0.14], [0.39, 0.24, -0.07], [0.11, 0.13, -0.18], [-0.01, 0.22, 0.10], [-0.30, 0.08, 0.06]], "orbital_gap_ev": 8.647, "lumo_ev": 1.031, "charge": 0, "relative_energy_kj_mol": 186.4, "smiles": "C/C=C(\\N)OC"}

---

- Number 3 is which compound?
  C4H9NO